No. 1
Computed, not measured: an isolated ion of composition C4H4NO3S and charge -1, with ωB97M-V/def2-TZVPD.

ΔE to the lowest compared entry with this formula, charge and spin   430.8 kJ/mol
2S+1   1
E_tot   -833.43069 a.u.
E_LUMO   3.380 eV
Net charge   -1
Frontier orbital gap   5.34 eV

Last column: Mulliken charge in e.
Geometry (Å):
C  1.265  -0.097  -0.150  -0.828
C  0.664  0.904  -0.974  0.221
C  0.423  -0.644  0.817  0.536
C  -0.627  1.276  -0.790  0.539
N  -0.831  -0.111  0.744  -0.477
O  1.475  1.491  -2.009  -0.567
O  0.698  -1.618  1.781  -0.543
O  -1.714  1.741  -0.897  -0.584
S  -2.167  -0.679  1.614  -0.295
H  2.150  -0.557  -0.503  0.313
H  0.985  1.198  -2.791  0.309
H  0.190  -1.329  2.552  0.291
H  -2.511  -1.576  0.606  0.086

***

No. 2
Computed, not measured: the molecule C8H8, with ωB97M-V/def2-TZVPD.

ΔE to the lowest compared entry with this formula, charge and spin   666.4 kJ/mol
2S+1   1
E_tot   -309.35997 a.u.
E_LUMO   -0.544 eV
Frontier orbital gap   7.70 eV

Last column: Mulliken charge in e.
Geometry (Å):
C  -3.737  0.202  0.466  -0.253
C  -2.264  0.158  0.533  -0.081
C  -3.297  -1.017  0.550  -0.942
C  -1.137  0.627  0.580  0.448
C  0.479  -0.622  -0.560  -0.048
C  0.218  0.445  0.246  0.985
C  1.813  -1.133  -1.083  -1.521
C  1.357  1.183  0.757  -1.210
H  -4.444  1.088  0.466  0.322
H  -0.407  -1.286  -0.932  0.223
H  1.863  -1.110  -2.178  0.306
H  1.984  -2.123  -0.945  0.440
H  2.641  -0.760  -0.690  0.426
H  2.392  0.729  0.564  0.244
H  1.239  1.441  1.812  0.343
H  1.302  2.178  0.414  0.318

***

No. 3
Computed, not measured: C22H33HoN7O3P2S2 as an isolated structure, with ωB97M-V/def2-TZVPD.

⟨S²⟩   6.00
2S+1   5
E_tot   -3894.39034 a.u.
E_LUMO (alpha / beta)   -2.586 / -2.546 eV
Net charge   +1
Frontier orbital gap (alpha / beta)   7.57 / 7.61 eV

Last column: Mulliken charge in e.
Geometry (Å):
Ho  -0.134  0.691  0.202  0.817
S  1.848  1.439  1.653  -0.462
C  2.847  2.098  0.329  0.953
C  4.091  2.536  0.734  -1.078
C  5.011  3.032  -0.145  0.600
C  6.268  3.494  0.390  -0.340
N  7.270  3.827  0.844  -0.469
C  4.735  3.089  -1.511  0.159
C  3.499  2.638  -1.937  -1.029
C  2.556  2.129  -1.052  1.165
S  1.073  1.582  -1.862  -0.509
C  5.659  3.582  -2.486  -0.254
N  6.373  3.918  -3.323  -0.473
H  4.369  2.507  1.781  0.552
H  3.255  2.701  -2.995  0.511
C  0.816  -1.884  3.123  -1.135
N  -0.390  -2.156  2.325  0.669
C  -1.666  -2.192  3.051  -0.880
P  -0.059  -2.617  0.767  0.326
O  0.612  -1.485  -0.001  -0.490
O  -1.515  -2.908  0.082  -0.849
P  -2.308  -1.601  -0.426  0.611
O  -2.235  -0.480  0.599  -0.722
N  -1.547  -1.093  -1.809  0.744
C  -2.277  -0.023  -2.473  -1.118
C  -0.693  -1.895  -2.639  -0.928
N  -3.832  -2.125  -0.761  0.484
C  -5.013  -1.833  0.039  -0.972
C  -3.991  -3.122  -1.807  -1.023
N  0.777  -4.018  0.668  0.493
C  0.260  -5.114  1.465  -1.130
C  1.958  -4.354  -0.078  -0.902
H  0.969  -2.692  3.826  0.301
H  0.719  -0.917  3.645  0.337
H  1.673  -1.796  2.445  0.381
H  -1.623  -2.870  3.900  0.377
H  -2.471  -2.527  2.394  0.291
H  -1.881  -1.188  3.405  0.251
H  -2.898  0.499  -1.730  0.324
H  -2.945  -0.404  -3.238  0.324
H  -1.581  0.708  -2.932  0.292
H  -0.338  -2.772  -2.106  0.314
H  0.188  -1.375  -2.990  0.184
H  -1.268  -2.248  -3.498  0.415
H  -4.805  -1.086  0.799  0.292
H  -5.386  -2.728  0.517  0.335
H  -5.773  -1.448  -0.658  0.336
H  -3.260  -2.964  -2.587  0.245
H  -4.968  -2.993  -2.259  0.360
H  -3.894  -4.126  -1.429  0.273
H  -0.532  -4.800  2.147  0.244
H  1.072  -5.531  2.083  0.366
H  -0.118  -5.890  0.803  0.369
H  2.289  -3.506  -0.662  0.267
H  1.763  -5.178  -0.769  0.327
H  2.751  -4.709  0.593  0.318
N  -1.850  2.665  -0.004  -0.373
C  -0.987  3.800  0.251  0.545
C  -0.412  4.481  -0.814  -0.541
C  0.537  5.443  -0.552  -0.492
C  0.905  5.781  0.763  -0.597
C  0.335  5.058  1.802  -0.648
C  -0.578  4.060  1.542  -0.184
H  -2.204  2.683  -0.957  0.264
H  -2.644  2.666  0.618  0.261
H  -0.661  4.238  -1.834  0.322
H  0.993  5.981  -1.373  0.422
H  1.641  6.576  0.928  0.409
H  0.628  5.269  2.826  0.391
H  -1.004  3.479  2.363  0.378

***

No. 4
Computed, not measured: a 4-piece molecular cluster, C57H56N2O9S overall, with ωB97M-V/def2-TZVPD.

ΔE to the lowest compared entry with this formula, charge and spin   0.0 kJ/mol
2S+1   1
E_tot   -3390.53328 a.u.
E_LUMO   -1.052 eV
Frontier orbital gap   7.52 eV
SMILES   CCCNN[C@H](CSCC)[C@H](CCCCOC(C)=O)OC.O=C1c2ccccc2C(=O)c2ccccc21.O=C1c2ccccc2C(=O)c2ccccc21.O=C1c2ccccc2C(=O)c2ccccc21

Last column: Mulliken charge in e.
Geometry (Å):
C  -4.941  2.919  -0.208  -0.849
C  -4.160  1.613  0.024  -0.635
C  -4.505  0.444  -0.919  0.232
N  -5.510  -0.507  -0.426  -0.559
N  -6.867  -0.201  -0.721  0.121
C  -7.323  -0.785  -1.976  0.275
C  -8.051  0.189  -2.926  -0.553
S  -7.246  1.800  -3.157  -0.169
C  -8.604  2.983  -2.954  0.048
C  -8.795  3.918  -4.159  -1.239
C  -8.205  -2.042  -1.777  -0.010
C  -9.051  -2.101  -0.502  -1.296
C  -10.070  -0.988  -0.241  -0.132
C  -11.313  -1.109  -1.122  -0.396
C  -12.384  -0.036  -0.913  -0.880
O  -11.833  1.264  -0.649  -0.316
C  -11.744  1.635  0.646  0.933
C  -11.163  3.012  0.785  -1.104
O  -12.086  0.923  1.563  -0.577
O  -7.313  -3.151  -1.783  -0.414
C  -7.896  -4.392  -2.106  -0.776
H  -5.373  2.942  -1.213  0.077
H  -4.292  3.793  -0.105  0.378
H  -5.757  3.044  0.511  0.261
H  -4.319  1.270  1.055  0.291
H  -3.086  1.814  -0.058  0.355
H  -4.871  0.838  -1.872  -0.353
H  -3.593  -0.125  -1.138  0.316
H  -5.444  -0.562  0.583  0.287
H  -7.051  0.796  -0.687  0.235
H  -6.434  -1.173  -2.490  0.009
H  -9.081  0.372  -2.615  0.057
H  -8.099  -0.295  -3.908  0.502
H  -8.409  3.563  -2.049  0.387
H  -9.510  2.399  -2.768  -0.031
H  -9.862  4.032  -4.385  0.338
H  -8.306  3.513  -5.046  0.354
H  -8.392  4.914  -3.966  0.298
H  -8.857  -2.150  -2.660  0.213
H  -9.609  -3.048  -0.539  0.508
H  -8.349  -2.169  0.335  0.199
H  -9.608  -0.003  -0.374  -0.082
H  -10.373  -1.024  0.814  0.565
H  -11.027  -1.132  -2.183  0.233
H  -11.796  -2.075  -0.923  0.422
H  -12.976  0.098  -1.824  0.343
H  -13.058  -0.302  -0.096  0.398
H  -10.087  2.913  0.966  0.204
H  -11.608  3.487  1.663  0.348
H  -11.313  3.615  -0.109  0.313
H  -8.268  -4.923  -1.219  0.266
H  -8.727  -4.264  -2.813  0.330
H  -7.125  -5.006  -2.579  0.281
O  0.931  -2.497  -5.656  -0.663
C  0.710  -1.542  -4.943  0.560
C  -0.667  -0.987  -4.800  0.231
C  -1.713  -1.601  -5.478  -0.572
C  -3.003  -1.117  -5.344  -0.754
C  -3.254  -0.015  -4.534  -0.185
C  -2.216  0.605  -3.861  -0.988
C  -0.919  0.123  -3.991  0.296
C  0.182  0.813  -3.260  0.657
O  -0.032  1.799  -2.587  -0.665
C  1.555  0.245  -3.385  0.232
C  2.597  0.849  -2.693  -0.893
C  3.875  0.327  -2.783  -0.381
C  4.126  -0.798  -3.562  -0.303
C  3.091  -1.399  -4.258  -0.706
C  1.804  -0.881  -4.174  0.248
H  -1.499  -2.458  -6.102  0.482
H  -3.817  -1.599  -5.869  0.422
H  -4.264  0.358  -4.425  0.513
H  -2.394  1.463  -3.228  0.589
H  2.388  1.721  -2.089  0.472
H  4.689  0.801  -2.248  0.502
H  5.131  -1.198  -3.625  0.469
H  3.264  -2.270  -4.874  0.471
O  7.826  -1.300  -3.073  -0.654
C  8.588  -1.600  -2.177  0.550
C  8.273  -1.281  -0.755  0.214
C  7.075  -0.641  -0.468  -0.593
C  6.735  -0.359  0.844  -0.698
C  7.596  -0.716  1.877  -0.340
C  8.798  -1.344  1.595  -0.860
C  9.143  -1.627  0.279  0.568
C  10.448  -2.290  -0.004  0.560
O  11.230  -2.547  0.886  -0.665
C  10.758  -2.626  -1.425  0.135
C  11.951  -3.274  -1.716  -0.538
C  12.253  -3.612  -3.024  -0.483
C  11.365  -3.303  -4.049  -0.495
C  10.177  -2.652  -3.766  -0.493
C  9.869  -2.309  -2.455  0.084
H  6.421  -0.375  -1.285  0.454
H  5.800  0.137  1.066  0.452
H  7.330  -0.498  2.903  0.487
H  9.481  -1.622  2.385  0.528
H  12.629  -3.509  -0.907  0.475
H  13.183  -4.118  -3.248  0.398
H  11.602  -3.572  -5.069  0.402
H  9.477  -2.401  -4.550  0.472
O  9.846  2.051  10.164  -0.659
C  9.260  1.808  9.132  0.560
C  9.989  1.695  7.836  0.336
C  11.370  1.848  7.827  -0.642
C  12.071  1.727  6.639  -0.478
C  11.397  1.454  5.454  -0.569
C  10.020  1.309  5.456  -0.544
C  9.311  1.429  6.645  0.184
C  7.828  1.277  6.619  0.554
O  7.237  1.085  5.578  -0.667
C  7.101  1.365  7.917  0.179
C  5.721  1.196  7.928  -0.515
C  5.027  1.259  9.124  -0.503
C  5.707  1.492  10.314  -0.460
C  7.080  1.667  10.309  -0.584
C  7.782  1.606  9.112  0.182
H  11.879  2.057  8.758  0.481
H  13.146  1.845  6.634  0.390
H  11.947  1.355  4.528  0.427
H  9.480  1.103  4.543  0.583
H  5.210  1.014  6.993  0.475
H  3.953  1.126  9.130  0.400
H  5.162  1.538  11.248  0.402
H  7.623  1.853  11.225  0.474

***

No. 5
Computed, not measured: C21H31AsN4PPbSSe2 as an isolated structure, with ωB97M-V/def2-TZVPD.

ΔE to the lowest compared entry with this formula, charge and spin   592.4 kJ/mol
2S+1   1
E_tot   -9007.66050 a.u.
E_LUMO   -10.086 eV
Net charge   +3
Frontier orbital gap   2.12 eV

Last column: Mulliken charge in e.
Geometry (Å):
Pb  2.418  -2.913  -2.796  0.494
Se  3.886  -3.109  -0.514  -0.064
P  2.897  0.261  -1.247  -0.116
Se  1.405  -0.580  -2.752  -0.363
C  2.514  1.420  0.000  0.975
C  1.749  2.425  -0.612  -1.079
C  1.724  3.616  0.137  -0.490
C  2.482  3.790  1.287  -0.528
C  3.241  2.813  1.778  -0.314
C  3.329  1.564  1.187  -0.644
C  4.255  0.791  -2.252  1.095
C  5.334  -0.027  -2.603  -0.424
C  6.446  0.624  -3.144  -0.811
C  6.617  1.981  -3.030  -0.407
C  5.595  2.788  -2.555  -0.735
C  4.395  2.146  -2.330  -0.172
H  1.155  2.232  -1.446  0.503
H  1.031  4.406  -0.042  0.404
H  2.429  4.775  1.747  0.400
H  3.718  2.982  2.773  0.324
H  3.984  0.781  1.510  0.523
H  5.231  -1.085  -2.691  0.124
H  7.301  0.168  -3.562  0.403
H  7.510  2.454  -3.426  0.370
H  5.646  3.857  -2.450  0.432
H  3.612  2.786  -2.077  0.414
C  -7.993  1.311  -1.569  -0.587
N  -7.938  1.024  -0.189  -0.243
C  -4.062  -0.099  -0.253  -0.148
N  -5.051  0.680  -0.347  0.125
C  -5.653  0.833  -1.789  -0.677
N  -6.660  1.822  -1.973  0.089
C  -6.572  2.832  -0.986  -0.583
N  -6.884  2.024  0.271  0.352
C  -8.322  2.091  0.706  -0.114
C  -5.652  1.434  0.805  -0.549
H  -8.733  1.994  -1.945  0.347
H  -8.196  0.348  -2.121  0.389
H  -3.764  -0.587  -1.170  0.338
H  -3.644  -0.360  0.681  0.323
H  -5.908  -0.179  -2.085  0.388
H  -4.737  1.134  -2.265  0.545
H  -7.284  3.657  -1.148  0.302
H  -5.580  3.371  -0.898  0.308
H  -8.719  3.007  0.288  0.259
H  -8.595  1.662  1.662  0.311
H  -5.877  0.731  1.628  0.439
H  -5.037  2.336  0.983  0.380
C  1.287  -5.629  3.082  -1.054
As  2.899  -4.913  2.430  0.569
C  3.998  -6.527  2.436  -0.994
C  3.635  -3.420  3.643  -0.961
S  2.268  -4.259  0.430  -0.222
H  1.492  -6.180  4.011  0.404
H  0.947  -6.310  2.297  0.398
H  0.658  -4.778  3.339  0.346
H  4.215  -6.837  3.464  0.407
H  5.057  -6.355  2.049  0.338
H  3.390  -7.275  1.964  0.358
H  2.981  -2.580  3.516  0.332
H  4.629  -3.074  3.511  0.383
H  3.501  -3.878  4.651  0.387

***

No. 6
Computed, not measured: a 3-piece molecular cluster, C4H15NO2 overall, with ωB97M-V/def2-TZVPD.

ΔE to the lowest compared entry with this formula, charge and spin   175.2 kJ/mol
2S+1   1
E_tot   -366.58445 a.u.
E_LUMO   0.616 eV
Frontier orbital gap   9.41 eV
SMILES   CCN(C)C.O.O

Last column: Mulliken charge in e.
Geometry (Å):
C  1.367  1.315  0.958  -0.985
C  0.126  1.094  -0.046  -0.322
N  0.175  -0.192  -0.723  -0.035
C  -0.420  -0.088  -2.045  -0.974
C  -0.555  -1.276  0.027  -1.063
H  1.718  2.352  0.825  0.317
H  2.045  0.474  0.792  0.197
H  0.893  1.188  1.931  0.291
H  -0.699  1.246  0.659  0.124
H  0.008  1.920  -0.799  0.461
H  -0.902  -1.029  -2.433  0.304
H  -1.152  0.743  -2.017  0.307
H  0.375  0.290  -2.750  0.289
H  -1.646  -1.022  0.087  0.412
H  -0.179  -1.394  1.079  0.275
H  -0.456  -2.242  -0.543  0.354
O  -2.529  0.738  1.864  -0.647
H  -1.946  0.075  2.267  0.306
H  -3.374  0.671  2.312  0.303
O  2.559  -1.513  -0.168  -0.701
H  2.853  -2.228  -0.721  0.294
H  1.738  -1.122  -0.554  0.492